Density functional theory data (ωB97M-V/def2-TZVPD) for 2 unconnected molecules or ions with the total composition C34H57N5O4S at a distorted geometry.

The geometry in XYZ format:
```
101
Properties=species:S:1:pos:R:3:forces:R:3
S 2.36858 -3.58775 5.24026 0.1 0.6 -0.7
O -1.48967 -1.27397 3.56688 -1.5 -2.0 -1.5
O 6.72940 -4.12418 4.94636 -2.4 2.7 -2.2
O -1.85830 1.09783 -1.32646 -1.4 0.4 -0.3
O -1.48439 -3.38088 2.53830 -2.5 3.4 2.5
N 6.08745 -1.87320 4.45220 0.3 -1.4 0.4
N 2.78284 1.87781 -1.44011 3.6 -0.8 2.0
N 1.70707 -1.52759 3.46171 4.8 -1.8 -2.0
N 4.28400 -2.09152 1.68172 -4.2 0.1 3.8
N -6.97809 2.09076 -1.23894 0.3 -0.2 -0.1
C 4.71872 -1.79084 -1.63466 0.8 0.4 -0.5
C 2.08039 -0.77577 2.29589 -0.3 0.9 -1.0
C 3.57962 -0.12640 0.16135 -1.6 1.6 -0.2
C 4.43205 3.35692 -0.05796 0.9 -0.5 0.0
C -2.80947 1.50198 -0.31464 0.4 -0.2 1.3
C 3.92359 -2.83022 2.84353 -0.5 0.8 -1.1
C -8.92166 0.87550 -0.10429 -0.2 -0.2 0.1
C -2.24182 -0.04283 -3.59984 0.6 0.5 0.4
C -0.22973 0.69578 2.74444 0.6 -0.6 -0.8
C 4.65734 2.88043 -2.76259 -1.2 -0.7 0.4
C 4.92380 -4.02266 3.28021 -0.1 2.4 -0.5
C 2.20882 -1.43151 -2.61489 0.7 0.7 -0.1
C 4.87213 -0.47205 -0.72896 0.1 -0.6 1.0
C 3.33452 -1.04140 1.43365 -0.9 1.3 -0.9
C -1.40888 -0.37252 2.42515 0.0 1.9 -0.1
C 2.67124 -2.54082 3.72072 0.5 1.4 -1.6
C -0.28780 -1.80662 -3.20654 0.8 0.5 0.3
C 5.76706 -1.51465 5.87577 -0.4 0.0 0.7
C -7.80318 0.73400 -3.24292 -0.1 -0.2 -0.1
C -6.64720 1.30395 -2.42373 0.2 0.2 -0.1
C -2.40463 1.24417 -2.66096 -0.7 0.4 -0.9
C 7.43228 -1.36919 4.02746 0.6 0.8 -0.5
C 3.77735 -1.62757 -2.92564 -0.6 -1.2 -0.1
C 1.33738 1.30896 0.64920 2.2 -4.1 2.3
C -0.72330 -0.43720 -3.95586 0.0 -1.1 0.0
C 1.23536 -2.19816 -3.64018 -0.7 0.7 0.8
C 2.62724 1.02544 -0.25042 -1.6 -1.3 3.5
C -7.69995 3.32154 -1.54285 0.1 0.0 0.2
C 1.11237 0.40608 1.87894 0.8 1.1 -1.9
C -2.11567 -2.50361 3.17243 2.4 -1.9 -2.0
C -7.76037 4.29571 -0.37193 -0.1 0.0 0.1
C 5.99703 -3.33919 4.28716 1.8 -2.8 1.7
C -7.46165 1.32464 -0.09434 0.0 0.2 0.3
C 3.84842 2.65870 -1.36846 -0.5 -0.1 -0.8
H 5.24749 0.39511 -1.36963 -0.9 -1.0 0.9
H 4.40410 1.95697 -3.41277 0.3 1.6 1.1
H -3.53297 2.32561 -0.63988 0.9 -1.3 0.2
H -8.56282 1.48564 -3.47122 0.1 0.0 0.1
H -0.04871 0.65339 3.87055 -0.1 0.0 -1.6
H -7.29886 1.92289 0.80927 0.0 0.1 -0.1
H 7.30759 -0.55069 3.22836 0.1 -1.2 1.1
H 5.71626 -0.69762 0.03265 -1.3 0.4 -1.2
H 2.03760 -1.73091 -1.51573 -0.1 0.1 -1.8
H -1.91346 2.18751 -3.11341 -0.6 -1.5 0.4
H -8.37991 3.91499 0.44415 0.1 0.0 0.0
H -9.60636 1.68176 -0.37660 0.1 0.0 0.0
H 3.86684 -2.62508 -3.51243 0.0 1.6 0.9
H -1.27896 -0.90469 1.42117 0.1 0.6 1.5
H -2.38632 0.23704 2.39674 1.3 -1.0 -0.1
H -0.25226 -1.58954 -2.07006 -0.2 -0.3 -1.7
H 5.53177 3.01487 0.05075 -1.7 0.6 -0.1
H -9.08477 0.03671 -0.78067 -0.1 0.1 0.0
H 0.05636 0.34969 -3.67304 -1.3 -0.8 -0.3
H -7.42378 0.35464 -4.19562 0.0 0.0 0.0
H 4.29327 3.80471 -3.32513 0.8 -1.1 0.9
H 4.39627 -4.88468 3.80481 0.8 1.2 -0.8
H -9.20585 0.53622 0.89676 0.0 0.0 -0.1
H -3.22643 -2.66890 3.41308 1.5 0.6 0.1
H 5.24828 -0.48307 5.85823 0.9 -1.7 0.3
H -8.72027 3.12068 -1.89375 -0.1 0.1 0.0
H -3.34874 0.55725 0.08615 0.5 1.6 -0.7
H 7.98257 -0.88527 4.91060 -0.8 -0.8 -1.2
H -5.97851 0.48269 -2.13998 -0.1 0.1 0.2
H -1.03168 -2.66559 -3.34787 1.0 1.3 -0.1
H -2.21168 1.94107 0.57670 -0.8 -0.8 -1.4
H 4.45988 4.51057 -0.12548 -0.2 -1.9 -0.3
H 3.58517 -4.12568 5.66551 -0.8 0.9 -0.9
H 1.99952 -0.29253 -2.65474 0.2 -1.9 0.1
H -0.63339 -0.61068 -5.09072 -0.1 0.3 1.7
H -3.53954 1.46721 -2.59822 1.7 -0.4 0.0
H 1.41460 -3.32915 -3.58826 -0.2 1.6 -0.1
H 8.09500 -2.19377 3.59641 -1.0 1.1 0.6
H 0.58207 2.13086 0.42023 1.3 -1.3 0.2
H 5.77884 -2.02607 -2.04462 -1.6 0.4 0.7
H 4.45066 -2.68845 -0.96638 0.0 1.4 -1.1
H -8.28155 -0.10639 -2.73738 0.0 0.1 0.0
H -2.81847 0.18893 -4.57715 0.8 -0.5 1.7
H -0.56597 1.76030 2.46913 0.4 -1.7 0.4
H 4.11140 -0.80937 -3.65275 -0.1 -1.0 1.2
H 5.06502 -2.30857 6.34245 0.9 1.5 -0.9
H -6.76059 4.50620 0.01822 -0.1 -0.1 0.0
H 5.78167 2.85094 -2.56711 -1.6 0.4 -0.2
H 1.36228 -1.82156 -4.72358 0.2 -0.7 1.6
H 6.69951 -1.50527 6.56036 -1.3 0.1 -1.2
H -6.04364 1.93409 -3.08916 -0.1 0.1 0.1
H -8.19822 5.24291 -0.69884 0.0 -0.1 0.0
H -6.82394 0.44548 0.05027 0.1 0.1 -0.3
H -2.69362 -0.94180 -3.04034 0.4 1.4 -1.0
H 5.49766 -4.37900 2.34196 -0.9 0.6 1.6
H 3.89448 3.09076 0.91202 0.5 0.1 -1.5
H -7.18522 3.83872 -2.36007 0.0 -0.3 0.0
```
Forces are in eV/Å.

SMILES: COCCCCCCCCCc1c(N=C(C)C)cc(CCOC=O)c2nc(S)c(CC(=O)N(C)C)nc12.CCN(CC)CC
HOMO-LUMO gap: 7.128 eV
LUMO: -0.627 eV



Density functional theory data (ωB97M-V/def2-TZVPD) for 4 unconnected molecules or ions with the total composition C34H58N4O8PS2 at a distorted geometry.

The geometry in XYZ format:
```
107
Properties=species:S:1:pos:R:3:forces:R:3
S -1.72493 0.75362 -3.24569 -0.5 -0.1 -0.1
S -0.89247 -1.61477 -1.59102 -0.1 0.2 0.1
P 4.99133 1.21745 -1.76741 0.5 -0.8 -0.6
O 3.05316 -3.32142 8.15456 0.0 0.1 -0.1
O 5.53462 -0.12643 -2.05306 -0.1 0.0 0.2
O 0.35645 3.80283 5.58200 0.0 -0.2 -0.2
O 1.50684 -1.27806 6.70674 0.0 -0.1 0.0
O -5.78701 -0.94449 -5.74397 0.0 -0.2 0.0
O -0.50809 3.35103 2.82242 0.0 0.0 -0.1
O -8.20258 -0.87918 -7.42163 0.1 0.0 0.1
O 3.94950 -1.92389 0.83308 0.0 0.1 0.0
N 1.07068 2.12871 -1.20156 0.5 0.3 0.8
N -3.32551 -0.57496 -1.61895 0.9 0.3 -0.5
N -4.99473 -0.29363 -0.22619 0.1 0.3 0.5
N 2.98280 3.50025 -1.81412 -0.9 0.1 0.1
C -5.91644 -0.21791 -6.95923 0.1 0.2 0.2
C 2.85811 -2.37149 -2.40002 -0.2 0.0 0.2
C -5.72592 -2.34846 -5.94315 0.1 0.0 0.0
C 2.99325 -1.94981 8.50949 0.0 -0.2 0.2
C 2.32470 2.20070 -2.03201 1.9 -0.5 0.1
C -7.34243 0.22473 -7.20253 -0.1 -0.1 -0.2
C 2.35987 -3.93501 -0.65076 -0.1 -0.3 0.3
C 1.67187 -1.32633 8.11847 0.1 0.2 -0.1
C 3.64655 0.61195 2.52387 0.4 -0.2 -0.2
C 0.65872 -2.29927 6.21156 0.0 0.0 0.0
C 0.65281 1.90857 -3.97716 -0.2 -0.6 -0.1
C 3.21718 1.13350 -1.33629 -0.7 -0.5 0.1
C -2.00402 -0.54603 -2.10713 0.6 -0.5 0.2
C -1.70689 2.76610 3.31567 0.0 0.0 0.0
C 1.55273 1.89679 0.22279 -0.6 0.5 0.0
C 2.12347 1.87048 -3.52557 -0.7 0.1 -0.2
C -0.00987 0.52417 -3.75501 0.3 0.4 0.5
C 2.76514 0.92520 0.15981 -1.1 1.3 -0.2
C -4.44889 -0.97557 -2.30554 -0.9 0.3 0.6
C 2.74536 -2.65772 -1.04113 -0.2 0.0 0.0
C 3.04662 -1.68974 0.07249 0.4 0.0 0.0
C -3.70462 -0.17017 -0.36337 -0.8 -0.3 -0.2
C 2.19578 -4.63440 -2.93304 0.0 -0.1 0.3
C 0.88602 2.48487 5.60214 0.0 0.0 0.1
C -8.98659 -1.22091 -6.29172 0.0 0.0 -0.1
C 2.08232 -4.92664 -1.57977 0.1 0.3 -0.2
C -0.24677 4.63294 3.38541 0.2 0.0 -0.1
C 2.58231 -3.36235 -3.32680 0.0 -0.1 -0.4
C 2.13504 -0.47321 0.30514 0.2 -0.2 -0.2
C 3.71045 1.41347 1.29936 0.0 -0.3 0.3
C 3.79519 -3.57003 6.97629 0.0 0.0 0.1
C 3.73113 -0.12920 3.45977 -0.1 0.1 0.0
C -5.46594 -0.78914 -1.40292 0.2 -0.3 -0.9
C 0.80292 4.55635 4.47330 -0.1 0.1 0.2
H -1.76289 2.82850 4.40319 0.0 0.0 0.0
H -7.36807 0.84339 -8.10475 0.0 0.0 0.0
H 2.67229 -3.16378 -4.38813 0.1 0.1 0.0
H 2.27545 -4.17162 0.40357 0.1 0.1 0.0
H 5.03903 2.04146 -2.91347 -0.2 0.3 0.3
H 2.69236 2.55851 -4.14917 0.2 0.1 0.2
H -0.38642 -2.08701 6.46135 0.0 -0.1 0.0
H 3.59956 -4.59746 6.67430 0.0 0.0 0.0
H -8.37924 -1.29297 -5.38589 0.0 0.0 0.0
H 0.84459 -1.87028 8.58332 0.0 0.0 0.0
H 3.27615 3.90147 -2.69534 0.0 0.1 0.0
H 0.77749 1.99182 4.63287 0.0 0.0 0.0
H 0.69513 1.56173 0.80723 0.1 -0.2 0.0
H -7.69860 0.83329 -6.36543 0.0 0.0 0.0
H 1.64616 -0.29538 8.48479 0.0 0.0 0.0
H -9.77945 -0.48214 -6.13653 0.0 0.0 0.1
H 3.82306 -0.82942 4.25624 -0.1 0.1 0.1
H 3.10079 -1.88945 9.59648 0.0 0.0 0.0
H -6.51255 -2.69997 -6.61297 0.0 0.0 0.0
H 0.07622 2.64552 -3.41435 0.1 0.3 -0.2
H 0.12650 5.27956 2.58361 0.0 0.0 0.0
H 5.68795 1.91799 -0.76896 -0.3 0.3 -0.1
H 1.71205 -0.55103 1.30894 0.1 -0.2 0.0
H -4.47523 -1.33938 -3.31777 0.3 0.1 -0.1
H 3.49805 -2.90013 6.16441 0.0 0.0 0.0
H 2.50626 0.87117 -3.73853 0.1 0.1 0.0
H -4.74945 -2.63106 -6.35210 0.0 -0.1 0.0
H 0.08339 -0.12766 -4.62090 -0.1 0.0 0.0
H 3.44518 2.43097 1.59437 0.1 0.1 -0.3
H 1.76861 2.90205 0.58047 0.4 -0.2 0.2
H -5.28182 0.67026 -6.87616 0.0 0.0 0.0
H 0.33997 1.91354 6.34965 0.0 0.0 0.0
H 0.76378 -2.31782 5.12715 0.0 0.0 0.0
H 1.02029 5.57011 4.82346 0.0 0.0 0.0
H 0.63509 3.04943 -1.24062 -0.7 -0.3 -0.1
H 3.82276 -1.39618 8.05807 0.0 0.0 0.0
H 2.00546 -5.40609 -3.66669 0.0 0.1 -0.1
H 4.74104 1.47756 0.95593 0.1 -0.3 0.1
H 1.79820 -5.91325 -1.24133 0.0 0.0 0.0
H 2.90492 0.20400 -1.81607 0.4 -0.1 0.0
H -1.70796 1.71577 3.02506 0.0 0.0 0.0
H 3.20044 -1.40550 -2.74340 0.1 0.0 0.0
H 1.73102 4.13177 4.07356 0.0 0.0 0.0
H -5.85311 -2.82940 -4.97341 0.0 0.0 0.0
H 0.57956 2.16455 -5.03168 0.0 0.2 0.0
H 2.39552 4.18889 -1.35323 0.1 0.0 0.0
H -2.58243 3.25541 2.87783 0.0 0.0 0.0
H -3.01695 0.20481 0.37507 0.1 -0.1 -0.1
H -9.44320 -2.18875 -6.48970 0.0 0.0 0.0
H 0.49441 0.01903 -2.92583 -0.1 -0.2 -0.1
H -6.50428 -1.00324 -1.59401 0.0 0.0 0.2
H 4.86828 -3.45730 7.16440 0.0 0.0 -0.1
H 1.29968 -0.54543 -0.40032 0.0 0.0 0.0
H 0.41415 1.37599 -1.42240 0.0 0.2 -0.6
H -1.16935 5.07505 3.76980 0.0 0.0 0.0
H 1.94469 2.50594 5.87906 0.0 -0.1 0.0
H 0.93151 -3.27861 6.61066 0.0 0.0 0.0
H -5.55517 -0.81271 -7.80329 0.0 0.0 0.0
```
Forces are in eV/Å.

HOMO-LUMO gap: 7.302 eV
LUMO: -3.501 eV
charge: +1